76
Properties=species:S:1:pos:R:3:forces:R:3:mulliken_charge:R:1 method="wB97M-V/def2-TZVPD" gap_ha=0.3827 max_force_ev_per_a=0.8 total_energy_ha=-6795.81778
C -0.55058 -3.86600 4.54101 0.0 -0.3 0.0 -1.047
S -0.95304 -2.20398 4.14553 0.7 0.3 0.0 1.188
O -0.03483 -1.30420 4.78630 -0.2 -0.1 0.0 -0.693
O -1.11785 -2.09016 2.72316 -0.2 -0.1 0.0 -0.441
N -2.43137 -1.91096 4.91314 -0.5 -0.1 -0.6 -0.355
C -3.49346 -2.78715 4.60499 0.4 0.7 0.2 0.635
O -3.40274 -3.97313 4.55747 0.0 -0.7 -0.1 -0.499
O -4.61781 -2.08412 4.41022 -0.3 0.0 -0.1 -0.270
P -5.95017 -2.91682 3.75111 0.2 0.2 0.0 0.267
O -6.89801 -1.60282 3.69369 -0.1 -0.1 0.2 -0.466
Br -5.23895 -2.89024 1.65314 0.0 0.0 0.0 -0.077
H -1.03829 -4.19031 5.45696 0.1 0.1 0.0 0.406
H 0.53438 -3.86128 4.64920 -0.1 0.0 0.0 0.430
H -0.86260 -4.50070 3.71437 0.0 0.0 0.0 0.272
H -2.70006 -0.96270 4.64878 0.1 0.1 0.3 0.338
H -7.62979 -1.68268 4.32504 0.1 0.0 -0.2 0.349
C 2.35819 -0.49970 1.83173 0.1 0.1 -0.1 -1.143
C 1.05572 0.25125 1.65651 0.1 -0.3 0.1 0.291
O 1.23838 1.69817 1.61982 0.1 0.0 0.0 -0.319
S 1.80306 2.34304 0.29324 -0.2 0.2 0.2 1.204
C 1.60172 4.03123 0.72459 -0.1 0.1 0.1 -0.717
O 0.91552 2.02218 -0.79176 0.2 -0.1 0.0 -0.593
O 3.19965 2.05970 0.15835 0.0 -0.1 -0.2 -0.654
H 3.01629 -0.38958 0.97153 0.0 0.0 0.0 0.397
H 2.13237 -1.55824 1.96548 0.0 0.0 0.0 0.343
H 2.89066 -0.13968 2.71151 0.0 0.0 0.0 0.315
H 0.51750 -0.07159 0.76505 0.0 0.1 -0.1 -0.022
H 0.41521 0.07078 2.51345 -0.1 0.2 0.0 0.070
H 0.54318 4.24873 0.83622 0.0 0.0 0.0 0.337
H 2.03066 4.61484 -0.08742 0.0 0.0 0.0 0.096
H 2.14320 4.22620 1.64620 0.0 0.0 0.0 0.343
C 5.74060 8.86199 -1.49336 -0.1 -0.1 0.1 -0.964
C 5.56484 8.28953 -2.88271 0.0 0.2 -0.1 -0.383
O 5.25791 6.87214 -2.88307 0.1 -0.1 0.1 -0.266
S 3.79731 6.43489 -2.45596 0.1 -0.2 -0.1 1.267
C 3.89348 4.75652 -2.96570 0.0 -0.1 0.0 -0.916
O 2.84985 7.14110 -3.26371 -0.1 0.1 0.1 -0.673
O 3.67951 6.48023 -1.02833 -0.1 0.0 0.0 -0.605
H 4.81065 8.84129 -0.92843 0.0 0.0 0.0 0.300
H 6.07154 9.89759 -1.57635 0.0 0.0 0.0 0.379
H 6.48713 8.29647 -0.93622 0.0 0.0 0.0 0.264
H 4.78995 8.81223 -3.44482 0.0 0.0 0.0 0.345
H 6.49103 8.34973 -3.44977 0.0 -0.1 0.0 0.263
H 4.00305 4.71814 -4.04565 0.0 0.0 0.0 0.355
H 2.96303 4.28110 -2.66028 0.0 0.0 0.0 0.304
H 4.73468 4.28430 -2.46511 0.0 0.0 0.0 0.331
C 0.87563 -4.14692 -0.40426 0.0 -0.2 0.0 -0.970
C -0.61170 -4.39969 -0.28746 -0.1 0.4 0.0 0.006
O -0.98918 -5.76171 -0.62750 0.1 -0.1 -0.1 -0.266
S -0.64399 -6.89649 0.41689 -0.1 0.1 0.0 1.195
C -1.65123 -8.15838 -0.27444 0.0 0.0 0.0 -0.991
O -1.14924 -6.51108 1.70304 0.0 0.0 0.1 -0.590
O 0.73174 -7.27266 0.30573 0.0 0.0 0.0 -0.630
H 1.44534 -4.72418 0.32231 0.0 0.0 0.0 0.401
H 1.06616 -3.08707 -0.22997 0.0 0.0 0.0 0.214
H 1.23456 -4.41297 -1.39860 0.0 0.0 0.0 0.292
H -0.98756 -4.16989 0.70819 0.0 -0.1 0.1 0.152
H -1.17066 -3.79192 -0.99602 0.0 0.0 0.0 0.141
H -2.69255 -7.85894 -0.19928 0.0 0.0 0.0 0.313
H -1.46397 -9.05663 0.30994 0.0 0.0 0.0 0.380
H -1.35437 -8.30925 -1.30860 0.0 0.0 0.0 0.338
C -5.08236 0.47044 -2.72403 0.1 -0.1 0.1 -0.962
C -3.99518 0.94370 -3.66487 -0.2 0.1 -0.2 -0.418
O -2.66494 0.82566 -3.10586 0.0 0.0 0.2 -0.236
S -2.03435 -0.62586 -3.01284 0.1 0.0 0.0 1.192
C -0.38961 -0.15421 -2.62868 0.0 0.0 0.0 -0.779
O -2.09936 -1.23448 -4.30860 0.0 -0.1 0.0 -0.691
O -2.59275 -1.32213 -1.89064 0.0 -0.1 0.0 -0.540
H -5.01742 -0.60032 -2.54032 0.0 0.0 0.0 0.283
H -6.05497 0.68740 -3.16708 0.0 0.0 0.0 0.388
H -5.00920 0.98186 -1.76435 0.0 0.0 0.0 0.260
H -4.02137 0.41262 -4.61735 0.0 0.0 0.0 0.353
H -4.09339 2.00764 -3.86957 0.0 0.0 0.0 0.262
H 0.02911 0.39596 -3.46628 0.0 0.0 0.0 0.351
H 0.16504 -1.07636 -2.46277 0.0 0.0 0.0 0.363
H -0.38895 0.44854 -1.72582 0.0 0.0 0.0 0.202


75
Properties=species:S:1:pos:R:3:forces:R:3:mulliken_charge:R:1 method="wB97M-V/def2-TZVPD" gap_ha=0.2947 max_force_ev_per_a=12.5 total_energy_ha=-2013.18222
C 0.53955 1.27767 0.98958 -1.5 -0.7 0.8 -0.798
C 0.66248 -0.35973 1.29337 -0.2 -1.5 0.2 0.629
C 0.66178 -1.32383 -0.05143 1.0 0.4 0.9 -0.503
N 0.71866 -0.91524 2.54762 2.6 3.2 -2.4 -0.596
C 2.08560 -1.47560 2.87215 0.5 -1.0 -1.3 0.630
C 2.14760 -2.39202 4.23910 -3.6 -6.8 5.4 -0.157
N 1.87192 -3.29657 5.15620 2.9 8.7 -8.5 -0.463
C 3.21079 -0.24816 3.01402 0.9 0.3 0.2 -0.500
C 4.19253 -0.17819 1.66180 2.8 -3.1 -7.8 0.239
N 4.76789 -0.44175 0.50645 -5.3 2.8 10.8 -0.552
H 0.66358 1.84131 2.01077 -0.1 -1.1 -2.1 0.290
H -0.54941 1.53160 0.58101 2.3 -0.7 0.7 0.199
H 1.31620 1.62020 0.18190 -1.3 -1.0 1.6 0.176
H 1.36443 -0.82376 -0.87310 -1.7 -1.2 1.6 0.244
H 1.06125 -2.38254 0.27114 -0.8 2.2 -0.9 0.103
H -0.44380 -1.46878 -0.43929 2.2 0.7 0.9 0.255
H 2.46789 -2.11898 1.94405 -0.6 0.8 2.3 0.265
H 2.68673 0.79233 3.13891 1.0 -2.1 -0.3 0.177
H 3.87832 -0.44638 3.98157 -1.2 0.5 -2.4 0.447
N 0.80796 -5.26205 -2.18568 -0.1 0.6 -1.1 -0.349
C 1.00084 -5.40525 -0.86203 0.1 0.9 0.0 0.588
N 1.03149 -6.68108 -0.43665 0.2 -1.4 1.0 -0.639
O 1.13694 -4.45468 -0.10814 0.0 -0.2 0.2 -0.661
H 0.69392 -6.03252 -2.82236 -0.1 0.1 0.1 0.185
H 0.77837 -4.31770 -2.54717 0.0 -0.4 0.1 0.206
H 1.17464 -6.83320 0.55321 0.2 0.1 -0.4 0.251
H 0.92142 -7.47700 -1.04209 0.1 0.1 0.0 0.215
N -3.88143 -7.66392 -0.47346 -1.6 -0.3 -0.2 -0.396
C -2.57396 -7.58811 -0.78092 0.3 0.0 -0.2 0.620
N -1.78375 -7.19072 0.23262 0.7 0.1 0.8 -0.261
O -2.13984 -7.85796 -1.88962 0.2 -0.1 -0.3 -0.664
H -4.25775 -7.44589 0.43364 0.1 0.0 -0.2 0.163
H -4.51086 -7.95922 -1.20828 0.2 0.1 0.3 0.235
H -0.79243 -7.12043 0.04343 -0.4 0.2 0.1 0.243
H -2.12258 -6.96419 1.15243 0.0 0.0 -0.2 0.182
N 4.96102 4.23328 2.59049 -0.7 0.8 -0.6 -0.343
C 5.34519 3.35078 3.53036 -0.5 0.1 0.4 0.718
N 6.54868 2.79070 3.31230 1.3 -0.9 0.2 -0.391
O 4.65754 3.08015 4.50215 -0.2 -0.2 0.2 -0.670
H 5.51341 4.46915 1.78350 -0.2 0.1 -0.1 0.139
H 4.06112 4.67781 2.71666 0.4 -0.1 -0.1 0.168
H 6.87554 2.12066 3.99615 -0.1 0.3 -0.3 0.217
H 7.12951 3.00077 2.51815 -0.1 0.0 0.1 0.173
N -3.93970 0.64197 1.88900 0.2 -0.1 1.4 -0.345
C -3.71418 0.54662 0.56620 0.2 -0.1 -0.3 0.570
N -4.66497 1.10501 -0.20441 -0.5 0.4 -1.2 -0.283
O -2.72695 -0.00209 0.10275 0.5 -0.2 -0.1 -0.651
H -4.74652 1.08996 2.28946 0.1 -0.1 -0.1 0.164
H -3.24807 0.23445 2.50456 -0.3 0.1 -0.2 0.226
H -4.53374 1.05532 -1.20628 0.0 0.0 0.4 0.188
H -5.48483 1.56129 0.15864 -0.2 -0.1 0.1 0.187
N 4.41799 4.20262 -2.82530 -0.1 0.6 -1.0 -0.370
C 4.61086 4.05941 -1.50165 0.1 0.2 0.0 0.714
N 4.64152 2.78359 -1.07627 0.0 -1.0 0.9 -0.273
O 4.74696 5.00999 -0.74776 0.1 0.4 0.5 -0.669
H 4.30394 3.43215 -3.46198 -0.1 0.2 0.1 0.150
H 4.38839 5.14697 -3.18679 0.0 -0.4 0.1 0.203
H 4.78467 2.63147 -0.08641 -0.1 -0.1 -0.4 0.061
H 4.53144 1.98767 -1.68172 0.1 0.1 0.2 0.174
N -8.80265 1.00573 -0.92096 0.0 -1.3 -0.4 -0.380
C -8.36199 2.04942 -0.19550 0.1 0.0 0.1 0.665
N -8.97871 3.21496 -0.46156 -0.3 1.3 0.1 -0.398
O -7.47452 1.94716 0.63662 0.4 0.0 0.3 -0.728
H -9.53225 1.07028 -1.61053 0.1 0.0 0.1 0.168
H -8.36480 0.10966 -0.75161 -0.2 0.3 -0.1 0.228
H -8.67698 4.02584 0.06272 -0.2 -0.3 -0.2 0.227
H -9.71151 3.31903 -1.14299 0.1 0.0 0.1 0.165
N 0.52487 4.50173 -3.02133 0.2 -0.1 1.4 -0.343
C 0.75040 4.40638 -4.34413 0.6 -0.3 -0.1 0.648
N -0.20040 4.96477 -5.11473 -0.8 0.5 -1.2 -0.403
O 1.73762 3.85767 -4.80758 0.2 -0.1 -0.1 -0.637
H -0.28194 4.94971 -2.62087 0.2 -0.1 -0.1 0.161
H 1.21650 4.09421 -2.40577 -0.2 0.2 -0.2 0.185
H -0.06917 4.91508 -6.11661 -0.1 0.0 0.4 0.224
H -1.02025 5.42105 -4.75169 0.2 -0.1 -0.1 0.157


63
Properties=species:S:1:pos:R:3:forces:R:3:mulliken_charge:R:1 method="wB97M-V/def2-TZVPD" gap_ha="0.2508 / 0.2357" total_charge=-1 max_force_ev_per_a=2.3 multiplicity=2 total_energy_ha=-1394.05625
Ag 27.02575 26.99936 1.20385 0.4 0.4 -0.5 1.057
C 28.26189 27.95729 5.18348 0.0 0.4 0.5 -1.347
C 27.83633 27.70554 3.76616 -1.0 0.2 -2.0 0.953
O 28.57049 27.03147 2.99957 1.1 -0.3 0.8 -0.629
O 26.73369 28.14282 3.31413 0.1 0.2 1.0 -0.780
H 27.66851 28.71339 5.69899 -0.4 -0.2 -0.2 0.323
H 29.28226 28.33905 5.23259 0.2 -0.5 -0.1 0.356
H 28.16689 27.00580 5.70961 0.3 0.1 0.2 0.232
O 28.14959 26.05039 -0.32969 -0.8 -0.2 0.3 -0.900
H 28.88450 26.61097 -0.57655 0.2 0.3 0.1 0.163
O 24.91830 27.27888 0.49797 -0.1 0.1 0.2 -0.852
H 24.64094 26.99169 -0.37125 0.1 -0.1 -0.3 0.117
C 29.96583 29.12252 0.22103 0.1 0.4 0.5 -1.419
C 28.66665 29.81631 0.62067 -0.5 0.7 -0.8 0.612
C 28.66106 31.25162 0.01687 -0.1 -1.4 0.3 -0.974
O 29.64900 32.02864 0.64166 0.2 0.3 0.0 -0.289
C 29.92922 33.22753 -0.04223 0.1 -0.3 0.0 -0.760
N 27.53493 29.05561 0.05615 1.4 0.6 0.4 -0.413
H 30.02048 28.99694 -0.86517 -0.1 0.1 0.0 0.442
H 30.11047 28.14010 0.66810 -0.2 0.0 0.2 0.100
H 30.77062 29.79643 0.52465 0.2 -0.3 -0.1 0.437
H 28.53824 29.96610 1.69485 0.2 -0.5 0.1 0.205
H 27.64392 31.62726 0.18500 0.1 0.5 -0.2 0.430
H 28.86450 31.11758 -1.05484 -0.1 0.4 -0.1 0.334
H 30.29248 33.03014 -1.05870 -0.2 0.0 -0.1 0.316
H 30.74208 33.73769 0.47330 -0.2 0.0 0.2 0.237
H 29.03414 33.85570 -0.08371 0.1 0.2 -0.1 0.297
H 27.87292 28.78449 -0.85888 -0.9 -0.2 -0.3 0.297
H 26.65366 29.55392 0.04141 -0.1 -0.2 -0.1 0.225
C 23.73806 24.55149 2.79582 -0.1 -1.3 0.1 -1.698
C 25.07240 25.20993 3.03888 0.1 1.4 -0.4 0.574
C 25.73735 24.83134 4.35338 -0.8 0.3 0.0 -0.530
O 26.02312 23.45117 4.38985 -0.2 -0.2 -0.3 -0.396
C 26.72961 23.00873 5.50715 0.5 -0.2 0.0 -0.853
N 25.99679 25.02708 1.90482 -0.2 -1.7 0.9 -0.106
H 23.91965 23.46928 2.70644 -0.2 0.1 0.1 0.333
H 23.27106 24.85340 1.85954 0.2 0.4 0.0 0.421
H 23.01880 24.70961 3.60446 0.1 0.1 0.0 0.375
H 24.87879 26.28908 3.10409 0.2 -0.1 0.1 0.100
H 24.98982 25.09890 5.11501 0.2 -0.1 0.3 0.481
H 26.64299 25.41810 4.52906 0.1 0.0 -0.2 0.169
H 26.14173 22.93972 6.42771 -0.3 0.2 0.0 0.301
H 27.60808 23.63205 5.70998 0.0 0.1 0.0 0.311
H 27.09649 22.01183 5.26271 0.0 -0.1 0.1 0.289
H 26.47357 24.14327 2.10237 0.1 0.2 -0.3 0.066
H 25.45025 24.86876 1.06395 0.1 0.4 -0.1 0.258
C 29.33129 23.14995 2.93872 0.6 0.8 0.3 -1.245
C 29.34112 23.64146 1.49069 0.2 -0.5 -0.2 1.869
C 30.75769 24.04978 1.11184 -0.2 1.0 0.2 -1.176
O 30.93551 24.35213 -0.25838 -0.2 -0.4 0.1 -0.271
C 32.24148 24.75101 -0.54303 0.6 -0.5 0.5 -0.783
N 28.89566 22.56880 0.57106 -0.2 0.1 0.5 -0.728
H 29.87883 22.20949 3.04647 -0.2 -0.1 0.0 0.418
H 28.31224 23.09584 3.32204 0.0 -0.3 -0.1 0.094
H 29.84016 23.88591 3.57730 -0.1 0.0 0.0 0.338
H 28.69138 24.51706 1.45196 0.0 -0.1 -0.6 -0.629
H 31.45042 23.26088 1.44342 0.2 -0.1 -0.2 0.362
H 31.00339 24.97546 1.64700 0.0 -0.2 0.5 0.380
H 32.96939 24.20307 0.08398 -0.1 -0.3 -0.3 0.339
H 32.50792 25.79235 -0.30594 -0.6 0.2 -0.3 0.250
H 32.41275 24.49832 -1.58801 0.2 0.3 0.0 0.267
H 29.57340 21.81147 0.66440 0.0 0.1 -0.1 0.328
H 28.04557 22.18216 0.98191 0.0 0.0 -0.3 0.320